{
  "formula": "C28H64O5P",
  "method": "the ωB97M-V functional and the def2-TZVPD basis",
  "multiplicity": 1,
  "molar_mass_g_mol": 511.789,
  "e_homo_ha": -0.10940,
  "total_charge": -1,
  "gap_ha": 0.195,
  "fmax_ha_per_bohr": 0.0998,
  "lumo_energy_ev": 2.3178,
  "e_tot_ev": -49586.4988,
  "symbols": ["P", "C", "C", "C", "C", "C", "C", "C", "C", "H", "H", "H", "H", "H", "H", "H", "H", "H", "H", "H", "H", "H", "H", "C", "C", "O", "C", "C", "H", "H", "H", "H", "H", "H", "H", "H", "H", "H", "C", "C", "O", "C", "C", "H", "H", "H", "H", "H", "H", "H", "H", "H", "H", "C", "C", "O", "C", "C", "H", "H", "H", "H", "H", "H", "H", "H", "H", "H", "C", "C", "O", "C", "C", "H", "H", "H", "H", "H", "H", "H", "H", "H", "H", "C", "C", "O", "C", "C", "H", "H", "H", "H", "H", "H", "H", "H", "H", "H"],
  "positions_angstrom": [[0.763457, 0.912416, 0.763828], [2.662532, 1.058223, 1.128440], [3.478511, 1.430286, -0.244297], [3.363534, 3.035927, -0.562260], [3.140081, 3.535486, -2.115218], [3.016282, 5.168812, -2.406929], [3.103623, 6.296724, -1.213833], [3.312142, 5.781483, 0.332476], [3.463055, 4.179721, 0.650853], [0.505948, 2.049497, 1.641661], [0.699552, 0.037198, 1.942423], [0.989359, -0.202397, -0.133562], [0.838690, 1.870438, -0.336795], [-0.685719, 0.751159, 0.586833], [2.762576, 1.837141, 1.996082], [3.100537, 0.022462, 1.525900], [2.956177, 0.832131, -1.128089], [4.611311, 1.071447, -0.224696], [3.092345, 2.785987, -3.016636], [2.860746, 5.473843, -3.548977], [3.011460, 7.458829, -1.396346], [3.358399, 6.522696, 1.249715], [3.637289, 3.864037, 1.775549], [-1.909358, -0.411061, 4.869143], [-2.411049, -1.159320, 3.644638], [-1.389513, -1.884297, 2.964292], [-0.721276, -2.895264, 3.715470], [-1.651063, -3.983496, 4.225080], [-1.108924, 0.285701, 4.591011], [-2.724809, 0.155024, 5.331410], [-1.504199, -1.088428, 5.623372], [-2.810110, -0.433207, 2.929315], [-3.240105, -1.825366, 3.901759], [-0.154850, -2.442715, 4.536003], [0.017865, -3.348491, 3.044480], [-2.407658, -3.589323, 4.907426], [-1.082479, -4.749893, 4.760218], [-2.178739, -4.457555, 3.390317], [4.386717, -3.186319, -1.946850], [2.987032, -2.605153, -2.065690], [2.946342, -1.359622, -2.757784], [3.414045, -1.366557, -4.104657], [2.632917, -2.303118, -5.010829], [5.053278, -2.478970, -1.438044], [4.364771, -4.121742, -1.377988], [4.823707, -3.400480, -2.924099], [2.598666, -2.417976, -1.059552], [2.301794, -3.319360, -2.531972], [4.485006, -1.593017, -4.130568], [3.306945, -0.341977, -4.479810], [2.709829, -3.343946, -4.688076], [3.008157, -2.240762, -6.036661], [1.570006, -2.038120, -5.009754], [-3.757011, 2.189241, 0.272262], [-4.571150, 0.930952, 0.017541], [-5.355004, 0.525596, 1.137030], [-6.328826, 1.458060, 1.600760], [-7.366632, 1.819980, 0.551748], [-3.093151, 2.048046, 1.134170], [-3.148937, 2.434696, -0.604721], [-4.393106, 3.049755, 0.488461], [-3.884095, 0.106902, -0.199423], [-5.205163, 1.043819, -0.866966], [-5.836088, 2.352911, 1.994921], [-6.835939, 0.986338, 2.450635], [-6.917434, 2.302449, -0.319373], [-8.108101, 2.506553, 0.971109], [-7.882404, 0.920703, 0.197792], [1.503898, -8.039552, -1.845824], [1.051638, -6.763019, -2.536421], [1.929496, -6.338399, -3.576162], [2.118053, -7.247550, -4.658174], [0.832558, -7.586473, -5.393760], [2.509995, -7.912835, -1.427205], [0.815003, -8.299978, -1.035452], [1.542110, -8.884864, -2.535627], [1.025820, -5.955340, -1.798067], [0.031667, -6.862130, -2.919691], [2.622766, -8.153146, -4.305932], [2.808289, -6.763286, -5.358913], [0.106631, -8.080165, -4.743603], [1.040219, -8.255231, -6.234394], [0.360660, -6.675877, -5.778635], [-2.930539, 6.650911, 1.543855], [-2.637706, 5.682490, 2.678495], [-1.635487, 4.720369, 2.359313], [-0.347674, 5.232723, 2.024808], [0.285299, 6.050317, 3.138065], [-3.240709, 6.104674, 0.644437], [-3.729670, 7.343054, 1.829209], [-2.053942, 7.244921, 1.278204], [-3.550148, 5.121873, 2.905067], [-2.370037, 6.217632, 3.594484], [-0.400506, 5.806413, 1.093678], [0.290934, 4.366225, 1.816638], [-0.306743, 6.934850, 3.384017], [1.284046, 6.385766, 2.843101], [0.372290, 5.450892, 4.050822]],
  "forces_ev_per_angstrom": [[-0.216, 0.102, 0.976], [2.027, -0.437, -0.121], [-0.290, 0.612, 0.081], [-0.134, 2.965, -1.116], [0.432, 3.625, 3.606], [0.494, -1.348, 2.968], [0.254, -4.076, 1.183], [-0.065, -3.237, -2.937], [-0.624, 1.614, -3.558], [-0.101, 0.470, 0.420], [-0.063, -0.312, 0.124], [0.357, -0.486, -0.348], [0.164, 0.019, -0.479], [-0.191, 0.064, -0.201], [0.142, -1.261, -1.627], [-0.996, 2.013, -0.816], [0.995, 1.336, 1.734], [-2.215, 1.029, -0.009], [0.026, 1.591, 2.116], [0.369, -0.503, 2.864], [0.165, -2.763, 0.177], [-0.085, -1.563, -2.230], [-0.475, 0.567, -2.723], [0.213, 0.112, 0.050], [0.252, 0.074, -0.088], [-0.057, -0.293, 0.108], [-0.179, 0.306, -0.222], [-0.172, -0.081, 0.020], [-0.190, -0.118, -0.034], [0.064, -0.051, -0.089], [-0.076, -0.023, 0.060], [0.216, -0.216, -0.088], [-0.065, -0.066, 0.110], [-0.032, -0.027, 0.078], [-0.174, 0.283, -0.048], [0.080, -0.026, 0.036], [-0.024, 0.046, -0.049], [0.096, 0.052, 0.081], [0.186, 0.078, -0.034], [0.031, 0.095, 0.070], [0.087, 0.052, -0.197], [-0.174, -0.028, 0.297], [-0.137, -0.142, -0.023], [-0.159, -0.116, -0.032], [-0.029, 0.125, -0.052], [-0.022, -0.104, 0.001], [-0.036, 0.286, -0.230], [0.053, -0.097, -0.088], [0.038, -0.101, -0.054], [-0.047, -0.095, 0.296], [0.052, 0.021, -0.039], [-0.021, 0.030, 0.066], [0.155, 0.010, 0.002], [0.045, 0.006, 0.193], [0.258, 0.183, 0.002], [-0.313, -0.072, 0.219], [0.230, -0.180, -0.125], [-0.065, -0.014, -0.173], [-0.006, 0.020, -0.282], [-0.011, -0.103, 0.191], [-0.056, 0.056, -0.091], [-0.179, 0.011, 0.233], [-0.094, 0.066, -0.047], [-0.017, 0.071, -0.083], [0.228, -0.106, -0.146], [-0.020, 0.047, 0.101], [0.055, -0.065, -0.013], [0.051, 0.098, 0.083], [0.158, -0.094, 0.018], [0.104, -0.021, 0.024], [0.085, 0.038, -0.083], [-0.083, 0.139, 0.105], [-0.174, 0.043, -0.012], [-0.206, 0.016, -0.038], [0.097, 0.079, -0.098], [-0.084, -0.016, 0.032], [0.126, 0.033, -0.275], [-0.023, -0.081, -0.014], [-0.065, -0.073, 0.002], [-0.092, 0.098, 0.289], [0.074, -0.054, -0.056], [0.002, 0.074, 0.074], [0.105, -0.116, 0.035], [-0.008, 0.050, -0.185], [0.316, -0.248, -0.223], [-0.344, 0.108, 0.147], [0.164, -0.121, -0.046], [-0.086, 0.057, 0.175], [0.035, 0.070, 0.186], [0.048, -0.088, -0.018], [-0.040, 0.019, 0.060], [0.209, -0.151, -0.036], [0.029, 0.140, 0.022], [0.020, 0.082, 0.028], [-0.356, -0.024, 0.015], [0.059, 0.077, -0.033], [-0.102, -0.085, -0.012], [0.025, 0.023, -0.137]]
}